The following is a DFT calculation (wB97M-V/def2-TZVPD) of an isolated ion of composition C6H10N5 and charge +1.

The calculation puts the energy relative to the best compared isomer or geometry (same formula, charge and spin) at 5.82 kcal/mol. For the orbital gap, the calculation gives 8.43 eV. As for the highest occupied orbital energy: -11.8 eV. The SMILES is [H]/N=C/NC(=[NH2+])c1cc[nH]c1N.

The geometry in ORCA input format:
```
! wB97M-V def2-TZVPD RIJCOSX def2/J DEFGRID3
* xyz 1 1
H 1.4626 -0.8380 2.9484
N 0.9329 -0.7569 2.0869
C 0.6762 -1.9016 1.6187
N -0.0560 -2.0018 0.3860
C -0.1615 -1.1274 -0.6360
N -0.2916 -1.7127 -1.8401
C -0.2806 0.2307 -0.5672
C 0.0352 0.9735 -1.8292
C 0.1908 2.2711 -1.5336
N -0.0536 2.4284 -0.1595
C -0.3260 1.2506 0.4346
N -0.8441 1.3268 1.6461
H 0.8920 -2.8747 2.2070
H 0.0781 -2.8882 -0.0533
H -0.6215 -1.2532 -2.5796
H -0.3969 -2.7699 -1.9788
H 0.0632 0.6161 -2.8213
H 0.4518 3.1290 -2.0054
H 0.1436 3.3240 0.3902
H -0.6267 2.0663 2.2705
H -1.2678 0.5082 2.0157
*
```

=====

The following is a DFT calculation (wB97M-V/def2-TZVPD) of an isolated ion of composition C6H10NO and charge -1.

The calculation puts the energy relative to the best compared isomer or geometry (same formula, charge and spin) at 49.75 kcal/mol. For the orbital gap (alpha / beta), the calculation gives 5.21 / 6.34 eV. As for the highest occupied orbital energy (alpha / beta): -1.2 / -2.2 eV.

The geometry in ORCA input format:
```
! wB97M-V def2-TZVPD RIJCOSX def2/J DEFGRID3
* xyz -1 1
C 1.3922 -0.9849 -0.9746
C 1.2018 -0.1177 0.0482
C 0.2381 -1.6762 -1.6494
C -0.0228 0.3838 0.5364
C -1.1497 0.7944 -0.3332
C -0.1219 0.6838 2.0070
N -0.7685 -2.1112 -0.6669
O -1.9646 -1.7627 -0.9656
H 2.3881 -1.1844 -1.3570
H 2.0957 0.1777 0.6066
H -0.2309 -1.0306 -2.4172
H 0.6124 -2.5823 -2.1639
H -0.7929 1.1077 -1.3154
H -1.7136 1.6176 0.1109
H -1.8747 -0.0367 -0.5205
H -0.3318 -0.2232 2.5879
H -0.9206 1.3983 2.2162
H 0.8182 1.0958 2.3919
*
```

=====

The following is a DFT calculation (wB97M-V/def2-TZVPD) of C6H10NO as an isolated structure.

The calculation puts the energy relative to the best compared isomer or geometry (same formula, charge and spin) at 69.63 kcal/mol. For the orbital gap, the calculation gives 4.98 eV. As for the highest occupied orbital energy: -2.2 eV.

The geometry in ORCA input format:
```
! wB97M-V def2-TZVPD RIJCOSX def2/J DEFGRID3
* xyz -1 1
C 1.0101 -1.8163 -1.2000
O 0.2515 -2.2212 -2.2292
C 0.1883 -1.4349 0.0583
C -0.6380 -0.1616 -0.2193
C -0.0477 1.0536 0.4727
C 0.5722 2.0390 -0.2029
C -1.2157 1.7947 1.7893
N -0.1806 1.0335 1.9332
H 1.6339 -0.8830 -1.4052
H 1.7518 -2.5779 -0.8566
H -0.4661 -2.2851 0.2748
H 0.8510 -1.2701 0.9154
H -0.6665 -0.0270 -1.3046
H -1.6599 -0.3053 0.1368
H 0.8219 1.9521 -1.2504
H 0.8445 2.9603 0.2957
H -2.2679 1.4633 1.6426
H -1.1760 2.9015 1.8194
*
```

=====

The following is a DFT calculation (wB97M-V/def2-TZVPD) of an isolated ion of composition C6H10NO and charge +1.

The calculation puts the energy relative to the best compared isomer or geometry (same formula, charge and spin) at 47.11 kcal/mol. For the orbital gap, the calculation gives 10.70 eV. As for the highest occupied orbital energy: -14.8 eV. The SMILES is C=C(C=O)C[C@@H]1C[NH2+]1.

The geometry in ORCA input format:
```
! wB97M-V def2-TZVPD RIJCOSX def2/J DEFGRID3
* xyz 1 1
C 0.5364 -1.7995 -1.3760
C 0.8774 -0.8003 -0.5789
C 1.3620 -1.2773 0.8116
O 1.4133 -0.6447 1.8551
C 0.5222 0.6262 -0.8281
C -0.8942 0.7984 -0.3374
C -1.3573 1.8112 0.5539
N -0.8671 0.5375 1.1059
H 0.0995 -1.5613 -2.3493
H 1.0541 -2.8006 -1.2955
H 1.5269 -2.3450 0.7733
H 0.6823 0.8313 -1.7982
H 1.1354 1.2451 -0.2237
H -1.6493 0.3551 -0.9473
H -0.8540 2.7276 0.9453
H -2.3896 2.0018 0.5856
H 0.2346 0.4623 1.5703
H -1.4324 -0.1678 1.5333
*
```

=====

The following is a DFT calculation (wB97M-V/def2-TZVPD) of a 2-piece molecular cluster, C6H10NO overall.

The calculation puts the energy relative to the best compared isomer or geometry (same formula, charge and spin) at 146.62 kcal/mol. For the orbital gap (alpha / beta), the calculation gives 8.15 / 7.36 eV. As for the highest occupied orbital energy (alpha / beta): -13.2 / -13.5 eV.

The geometry in ORCA input format:
```
! wB97M-V def2-TZVPD RIJCOSX def2/J DEFGRID3
* xyz 1 1
C 2.7810 -1.1639 0.3843
C 1.5218 -0.7328 0.0571
C 2.7527 0.1401 -0.0887
C -2.0202 0.0106 -0.7390
C -0.5293 1.2870 0.7009
C 0.2080 -0.8334 -0.2504
N -0.6222 0.3603 -0.4469
O 3.0786 1.2221 -0.4326
H 3.3107 -1.9300 0.9015
H -2.6169 0.9096 -0.8886
H -2.0862 -0.6127 -1.6293
H -2.4161 -0.5556 0.1145
H 0.5008 1.6063 0.8457
H -1.1535 2.1641 0.5317
H -0.8775 0.7774 1.6015
H -1.3916 -1.7689 1.2900
H -0.1905 -1.7416 -0.6837
H -0.2497 0.8613 -1.2678
*
```

=====

The following is a DFT calculation (wB97M-V/def2-TZVPD) of an isolated ion of composition C6H10NO and charge +2.

The calculation puts the energy relative to the best compared isomer or geometry (same formula, charge and spin) at 26.54 kcal/mol. For the orbital gap (alpha / beta), the calculation gives 8.82 / 5.42 eV. As for the highest occupied orbital energy (alpha / beta): -18.6 / -18.6 eV.

The geometry in ORCA input format:
```
! wB97M-V def2-TZVPD RIJCOSX def2/J DEFGRID3
* xyz 2 2
O 2.1436 -0.3948 -2.9099
C 1.6784 0.5053 -2.2448
C 0.3259 0.2224 -1.5930
C 0.3896 -0.8212 -0.5081
C -0.5422 -0.5415 0.6709
C -1.8197 -0.9646 0.8028
C -0.4147 1.0567 2.4998
N 0.1749 0.3440 1.6175
H 2.1609 1.4995 -2.0612
H -0.3360 -0.1463 -2.5051
H -0.1403 1.2048 -1.2430
H 1.4118 -0.9115 -0.1131
H 0.1630 -1.9113 -0.9537
H -2.3322 -1.5879 0.0359
H -2.5812 -0.7306 1.4737
H 0.0396 1.8418 3.0474
H -1.5119 0.9489 2.7140
H 1.1903 0.3861 1.2699
*
```

=====

The following is a DFT calculation (wB97M-V/def2-TZVPD) of a 2-piece molecular cluster, C6H10NO2 overall.

The calculation puts the energy relative to the best compared isomer or geometry (same formula, charge and spin) at 82.11 kcal/mol. For the orbital gap, the calculation gives 9.17 eV. As for the highest occupied orbital energy: -12.5 eV.

The geometry in ORCA input format:
```
! wB97M-V def2-TZVPD RIJCOSX def2/J DEFGRID3
* xyz 1 1
C -2.8093 -0.3732 0.2118
C -1.3554 -0.4771 0.2316
C -2.2808 -1.4951 -0.3533
C 1.8773 -0.4569 1.4405
C 0.7866 2.3787 -1.5425
C -0.2948 0.2693 0.4379
N 1.0065 -0.3416 0.2249
O -2.3565 -2.6972 -0.8884
O 1.7268 1.6522 -1.3467
H -3.5431 0.1146 0.6784
H 1.3161 -0.8921 2.2086
H 2.8219 -0.8470 0.9137
H 2.2142 0.6410 1.6132
H -0.2398 2.1233 -1.3984
H 0.9008 3.4143 -1.9369
H -0.4380 1.2522 0.9637
H 1.4391 0.2551 -0.5847
H 0.7666 -1.2991 -0.1203
H -1.5380 -3.2215 -0.7529
*
```

=====

The following is a DFT calculation (wB97M-V/def2-TZVPD) of a single C6H10NO2P molecule.

The calculation puts the energy relative to the best compared isomer or geometry (same formula, charge and spin) at 111.59 kcal/mol. For the orbital gap, the calculation gives 10.32 eV. As for the highest occupied orbital energy: -9.7 eV.

The geometry in ORCA input format:
```
! wB97M-V def2-TZVPD RIJCOSX def2/J DEFGRID3
* xyz 0 1
C 0.1142 1.4618 0.2201
C -0.0545 0.6841 1.5559
C 1.2896 0.8896 -0.5371
C 0.0004 -0.8611 1.2911
C 0.9072 -0.4280 -1.0850
C -0.0054 -1.3287 -0.1200
N -0.1411 -0.3053 -2.2314
O -2.6926 -1.3794 -1.8113
O -2.9169 -0.2416 -0.8365
P -1.2931 -0.8399 -1.3389
H -0.7140 1.1420 -0.4062
H 0.1744 2.5610 0.3847
H 0.7922 1.0847 2.0772
H -1.0244 1.0140 2.0995
H 1.6493 1.7606 -1.1760
H 2.0332 0.6774 0.1857
H 0.9673 -1.0577 1.8204
H -0.7736 -1.4553 1.7701
H 1.7581 -0.9410 -1.5378
H -0.0703 -2.4374 -0.3246
*
```

=====

The following is a DFT calculation (wB97M-V/def2-TZVPD) of an isolated ion of composition C6H10NO2S2 and charge +1.

The calculation puts the energy relative to the best compared isomer or geometry (same formula, charge and spin) at 47.93 kcal/mol. For the orbital gap, the calculation gives 5.38 eV. As for the highest occupied orbital energy: -12.6 eV. The SMILES is O=[N+]1C[C@H]2SCCS[C@]2(O)C1.

The geometry in ORCA input format:
```
! wB97M-V def2-TZVPD RIJCOSX def2/J DEFGRID3
* xyz 1 1
O -4.0459 -0.0637 -0.1840
N -2.8343 0.0400 -0.0888
C -2.0540 1.3070 -0.2246
C -0.5048 0.7076 -0.3990
S 0.8599 1.8364 0.1725
C 2.1672 0.7206 -0.4089
C 2.1914 -0.5505 0.4436
S 0.7879 -1.6696 -0.2039
C -0.6055 -0.5961 0.4220
O -0.5934 -0.3969 1.7447
C -1.9340 -1.0982 -0.1169
H -1.9848 1.7957 0.7703
H -2.4467 1.7096 -1.1763
H -0.2052 0.7125 -1.5111
H 3.1011 1.1712 -0.3570
H 1.9941 0.5592 -1.4200
H 2.9224 -1.2614 0.1740
H 1.8853 -0.2771 1.3809
H -1.1448 -1.1160 2.1621
H -2.0178 -1.4774 -1.2350
H -2.4969 -1.8353 0.5305
*
```

=====

The following is a DFT calculation (wB97M-V/def2-TZVPD) of a single C6H10NOP molecule.

The calculation puts the energy relative to the best compared isomer or geometry (same formula, charge and spin) at 111.80 kcal/mol. For the orbital gap, the calculation gives 9.07 eV. As for the highest occupied orbital energy: -8.1 eV. The SMILES is PN[C@]12C[C@]1([C@H]1CO1)C2.

The geometry in ORCA input format:
```
! wB97M-V def2-TZVPD RIJCOSX def2/J DEFGRID3
* xyz 0 1
P -1.8940 0.9472 -0.8855
N -1.9764 -0.7091 -0.4634
C -0.6002 -1.3071 0.1473
C 0.7035 -1.9868 -0.3509
C 0.6643 -0.7797 0.5358
C 1.2999 0.4822 0.3489
C 2.5194 0.6550 -0.4785
O 1.1639 1.0217 -0.8936
C -0.3248 -1.2879 1.6062
H -3.3018 1.0300 -0.6180
H -1.5366 1.2448 0.3450
H -2.2452 -1.3141 -1.1588
H 0.9319 -1.8916 -1.3874
H 0.8667 -2.9669 0.1703
H 1.1634 1.1614 1.2086
H 3.1395 1.5533 -0.3228
H 2.9393 -0.1280 -1.0423
H 0.0368 -2.2023 2.1115
H -0.7633 -0.4717 2.0683
*
```

=====

The following is a DFT calculation (wB97M-V/def2-TZVPD) of a 2-piece molecular cluster, C6H10NOS overall.

The calculation puts the energy relative to the best compared isomer or geometry (same formula, charge and spin) at 76.87 kcal/mol. For the orbital gap (alpha / beta), the calculation gives 7.81 / 7.82 eV. As for the highest occupied orbital energy (alpha / beta): -11.8 / -11.8 eV.

The geometry in ORCA input format:
```
! wB97M-V def2-TZVPD RIJCOSX def2/J DEFGRID3
* xyz 1 1
C 2.3686 1.1951 0.5840
C 3.3123 0.2592 0.9858
C 1.7031 -0.5191 -0.7441
C -0.9759 -1.9462 0.0725
C 0.3696 1.4755 -0.7768
C -1.0678 0.2192 0.8548
N 1.4765 0.7014 -0.3672
O -0.4802 -0.9425 0.9869
S 3.0360 -1.1766 0.0401
H 2.2224 2.1623 1.0776
H 3.8835 0.3315 1.8824
H 1.1123 -1.0653 -1.5456
H -0.5619 -2.8633 0.5361
H -0.5301 -1.7624 -0.8992
H -2.0641 -1.9192 0.1267
H 0.2856 2.4965 -0.3196
H -0.0601 1.3514 -1.6914
H -0.6826 0.9219 1.5601
H -2.0123 0.3438 0.2421
*
```

=====

The following is a DFT calculation (wB97M-V/def2-TZVPD) of an isolated ion of composition C6H10O and charge -1.

The calculation puts the energy relative to the best compared isomer or geometry (same formula, charge and spin) at 43.21 kcal/mol. For the orbital gap (alpha / beta), the calculation gives 4.31 / 4.75 eV. As for the highest occupied orbital energy (alpha / beta): -0.4 / -0.9 eV.

The geometry in ORCA input format:
```
! wB97M-V def2-TZVPD RIJCOSX def2/J DEFGRID3
* xyz -1 2
C -2.5662 0.1025 -1.9192
C -2.2530 -0.2676 -0.4641
C -0.9315 -0.5247 -0.1220
C -0.0564 0.2956 0.6680
C 1.3130 0.1733 0.6583
O 1.8613 -1.0976 0.3159
C 2.4070 1.1680 0.9825
H -3.6308 -0.0732 -2.1677
H -2.0030 -0.4165 -2.7001
H -2.4028 1.1868 -1.9984
H -3.1454 -0.4029 0.1534
H -0.3345 -1.3582 -0.5318
H -0.4547 1.2046 1.1263
H 2.6660 -1.2228 0.8200
H 3.3932 0.7293 1.1450
H 2.5787 1.9860 0.2805
H 2.0562 1.6162 1.9366
*
```

=====

The following is a DFT calculation (wB97M-V/def2-TZVPD) of C6H10O as an isolated structure.

The calculation puts the energy relative to the best compared isomer or geometry (same formula, charge and spin) at 87.56 kcal/mol. For the orbital gap, the calculation gives 8.43 eV. As for the highest occupied orbital energy: -7.5 eV.

The geometry in ORCA input format:
```
! wB97M-V def2-TZVPD RIJCOSX def2/J DEFGRID3
* xyz 0 1
C -2.4333 -0.3726 -0.8235
C -1.4698 0.4739 -0.0992
C 0.8172 1.2319 0.5176
C -0.1587 0.5628 -0.3646
C 1.0971 -0.4917 0.6850
C 2.3434 -0.7575 0.0536
O 2.6870 -0.6377 -1.0972
H -2.7098 -1.2522 -0.2269
H -2.0424 -0.7121 -1.7836
H -3.3612 0.1846 -0.9726
H -1.8807 0.9427 0.7970
H 1.5610 1.8912 0.0539
H 0.4498 1.5869 1.4883
H 0.2160 0.3221 -1.3681
H 0.5465 -1.4519 0.5939
H 1.3000 -0.4044 1.7435
H 3.0377 -1.1161 0.8029
*
```

=====

The following is a DFT calculation (wB97M-V/def2-TZVPD) of a 3-piece molecular cluster, C6H10O overall.

The calculation puts the energy relative to the best compared isomer or geometry (same formula, charge and spin) at 84.36 kcal/mol. For the orbital gap, the calculation gives 10.03 eV. As for the highest occupied orbital energy: -9.1 eV. The SMILES is C=CO.C#C.C=C.

The geometry in ORCA input format:
```
! wB97M-V def2-TZVPD RIJCOSX def2/J DEFGRID3
* xyz 0 1
C 1.0040 -1.6520 -0.7890
C 1.4632 -1.0467 0.3036
O 1.3971 -1.5185 1.5774
H 0.5183 -2.6256 -0.7517
H 1.1000 -1.1686 -1.7540
H 1.9336 -0.0685 0.2760
H 1.0033 -2.4017 1.5589
C 0.6394 2.0800 -0.8324
C 1.7488 2.4110 -1.1608
H -0.3368 1.7576 -0.5276
H 2.7336 2.7053 -1.4510
C -1.8894 -0.3313 0.5647
C -2.5158 0.8399 0.6209
H -1.1669 -0.6332 1.3200
H -2.0619 -1.0334 -0.2479
H -3.2312 1.1439 -0.1399
H -2.3394 1.5417 1.4329
*
```